Entry 1:
The following is a DFT calculation (ωB97M-V/def2-TZVPD) of 3 unconnected molecules or ions with the total composition C24H50N3O5P.

Last column: Mulliken spin population.
Atoms and positions in Å:
P 0.25 3.44 1.57  0.000
O 1.01 4.81 1.80  0.000
O 3.14 2.10 1.53  0.000
O 7.09 6.65 -0.45  0.650
O -4.18 -4.14 1.25  0.649
O 2.26 0.22 0.28  0.000
N -5.28 -4.45 0.40  0.281
N 0.93 2.40 0.30  0.000
N 5.99 6.35 -1.29  0.273
C 2.16 1.64 0.75  0.000
C -6.66 -4.11 2.51  -0.009
C -4.47 -6.78 -0.18  0.018
C 1.93 -0.55 1.52  0.000
C 5.64 3.41 -1.08  -0.023
C 4.91 5.79 -0.43  0.015
C -6.36 -5.01 1.27  0.026
C 3.56 5.77 -1.20  0.019
C 7.78 6.03 -3.08  -0.004
C 4.61 6.68 0.82  -0.006
C -6.03 -6.45 1.76  0.017
C -5.62 -7.38 0.62  -0.015
C -5.81 -5.40 -1.85  0.014
C -2.14 -0.80 2.61  0.001
C -4.77 -5.34 -0.69  0.023
C -3.49 -4.76 -1.38  -0.013
C -1.94 -1.55 1.16  -0.005
C -7.71 -5.02 0.50  0.013
C 5.46 5.39 -3.55  0.014
C -0.51 -1.15 0.41  0.000
C 6.80 4.01 -1.88  0.026
C 0.79 -1.74 1.24  0.000
C 6.50 5.45 -2.39  0.022
C 5.23 4.34 0.06  0.023
H -6.89 -3.08 2.21  0.000
H -3.31 -0.68 2.76  0.000
H 4.38 7.71 0.51  -0.001
H -3.18 -5.40 -2.22  0.000
H -5.83 -4.08 3.23  -0.001
H -2.79 -1.18 0.42  0.002
H 1.36 -2.56 0.59  0.000
H -4.24 -7.44 -1.03  0.001
H -6.90 -6.88 2.28  0.001
H 4.36 3.92 0.58  0.002
H 3.34 6.76 -1.61  -0.009
H 2.93 -0.97 1.95  0.000
H 5.44 6.72 1.53  0.000
H -6.48 -7.58 -0.03  0.000
H -0.38 0.02 0.30  0.000
H 7.58 7.03 -3.48  -0.002
H -6.40 -6.32 -1.84  0.000
H 0.48 -2.26 2.27  0.000
H 3.74 6.31 1.37  0.000
H -5.33 -8.35 1.03  0.002
H 1.07 2.89 -0.61  0.000
H -7.93 -4.03 0.09  -0.006
H 4.79 3.22 -1.73  0.001
H -7.53 -4.49 3.07  0.000
H 8.09 5.40 -3.92  0.000
H -0.54 -1.62 -0.68  0.000
H 8.64 6.09 -2.41  0.000
H -6.49 -4.55 -1.83  -0.010
H -1.70 -1.45 3.50  0.000
H 4.78 6.25 -3.53  -0.009
H -8.53 -5.29 1.17  0.000
H 4.87 4.47 -3.54  0.000
H -1.68 0.27 2.65  0.000
H 5.94 2.44 -0.67  0.002
H 3.52 5.05 -2.01  0.001
H 0.16 2.74 2.86  0.000
H 7.70 4.02 -1.25  0.002
H -3.68 -3.76 -1.78  0.000
H -1.94 -2.72 1.32  0.004
H -5.33 -5.36 -2.84  0.001
H -1.15 3.68 1.19  0.000
H -7.74 -5.75 -0.31  0.001
H 1.42 0.20 2.27  0.000
H -5.23 -6.43 2.50  0.001
H 5.94 5.43 -4.54  0.002
H -2.62 -4.71 -0.71  0.002
H 2.73 5.50 -0.53  0.001
H 7.03 3.35 -2.72  0.001
H 6.04 4.37 0.81  -0.001
H -3.57 -6.78 0.45  0.001

As for the spin multiplicity: 3. The value obtained for the HOMO-LUMO gap (alpha / beta) is 8.62 / 8.76 eV. The HOMO energy (alpha / beta) is -8.7510 / -9.3484 eV.


Entry 2:
The following is a DFT calculation (ωB97M-V/def2-TZVPD) of a molecular structure, C24H50N7O7P3S2V.

Last column: Mulliken spin population.
Atoms and positions in Å:
V -1.24 0.15 0.43  2.619
S -1.97 0.47 4.99  0.006
S -1.39 1.68 2.37  -0.038
P -0.38 -2.36 0.69  0.007
P 1.94 1.57 0.23  -0.040
P 0.43 3.50 -1.33  0.032
O 1.02 0.53 -0.28  0.001
O -1.45 -3.28 1.39  -0.007
O -0.80 2.86 -0.85  0.024
O 1.76 2.98 -0.54  0.008
O 0.74 -3.44 0.37  0.007
O -0.91 -1.71 -0.58  0.024
O -0.01 -1.26 1.66  0.017
N 1.84 1.98 1.79  -0.011
N 0.53 5.12 -1.11  0.000
N -2.90 -0.44 1.39  -0.029
N 3.51 1.12 -0.07  -0.001
N -2.93 -0.52 2.76  0.004
N 0.71 3.19 -2.93  -0.001
N -2.87 0.44 -1.04  0.018
C -3.92 0.78 -3.16  0.016
C 1.89 0.91 2.79  0.000
C 2.59 -4.67 -0.36  -0.001
C -2.09 -4.48 0.90  0.000
C 1.64 4.01 -3.70  0.000
C 2.91 -2.37 0.58  -0.001
C -3.93 -0.78 0.71  0.102
C 1.75 5.85 -0.81  0.000
C -0.70 5.89 -1.00  0.001
C -4.97 -0.62 -1.55  0.011
C -4.97 -0.06 -2.81  0.021
C -2.90 0.99 -2.25  0.022
C -2.31 -4.41 -0.61  -0.001
C 2.03 -3.26 -0.28  0.002
C 3.83 0.47 -1.33  0.002
C -1.22 -5.68 1.27  0.001
C -3.92 -0.35 -0.68  0.083
C -3.42 -4.53 1.63  -0.004
C 0.70 1.79 -3.35  0.034
C -2.18 0.42 3.26  0.033
C 1.82 -2.67 -1.67  0.007
C 4.59 1.92 0.47  0.000
C 1.75 3.32 2.33  0.001
C -2.85 -1.01 5.50  -0.001
H -2.84 -5.31 -0.93  0.000
H 4.08 1.20 -2.11  0.000
H -2.90 -3.53 -0.87  0.004
H 1.80 6.75 -1.44  0.000
H 2.49 -1.37 0.66  0.002
H 2.87 0.92 3.30  0.001
H -1.56 5.24 -1.16  -0.001
H 1.71 -0.05 2.34  0.001
H 1.77 6.17 0.23  0.000
H -2.07 1.64 -2.48  0.018
H -5.78 -1.26 -1.22  -0.001
H 1.83 4.07 1.55  0.000
H 1.17 -3.31 -2.26  0.000
H -3.25 -4.55 2.71  0.000
H -3.98 -5.42 1.34  0.000
H 2.79 -2.59 -2.17  -0.001
H 1.36 -1.68 -1.60  -0.002
H -3.89 1.27 -4.13  0.001
H 2.55 3.49 3.06  0.000
H -1.75 -6.60 1.04  0.000
H 4.69 -0.18 -1.19  0.000
H -1.36 -4.36 -1.15  0.001
H 1.09 1.07 3.52  0.004
H -1.01 -5.66 2.34  0.000
H -3.91 -0.94 5.26  0.000
H 3.58 -4.65 -0.82  0.000
H 0.79 3.45 2.84  0.000
H 5.48 1.30 0.56  0.000
H 0.12 1.19 -2.65  0.012
H 2.99 -0.14 -1.66  -0.002
H -0.28 -5.67 0.73  0.000
H -0.79 6.32 0.00  0.000
H -0.72 6.69 -1.73  0.000
H -2.43 -1.88 5.01  0.001
H 2.62 5.24 -1.01  0.000
H 1.94 -5.30 -0.96  0.000
H 4.83 2.78 -0.17  0.000
H 1.71 1.38 -3.39  0.001
H -5.78 -0.25 -3.50  0.002
H -4.81 -1.24 1.15  -0.006
H -4.00 -3.64 1.40  0.000
H 4.33 2.29 1.46  0.000
H 0.25 1.71 -4.34  0.000
H 3.00 -2.79 1.59  0.000
H 1.55 5.05 -3.41  0.000
H 1.39 3.92 -4.76  0.000
H 3.91 -2.30 0.14  0.000
H 2.68 3.69 -3.57  0.000
H 2.68 -5.10 0.63  0.000
H -2.72 -1.09 6.58  0.000

The relative energy (zero: lowest compared OMol25 entry of this formula, charge and spin) is 8.5 kcal/mol. As for the spin multiplicity: 4. The value obtained for the HOMO-LUMO gap (alpha / beta) is 6.56 / 7.39 eV. The HOMO energy (alpha / beta) is -6.2510 / -7.4361 eV.


Entry 3:
The following is a DFT calculation (ωB97M-V/def2-TZVPD) of 6 unconnected molecules or ions with the total composition C24H51BClNO17P2.

Last column: Löwdin charge in e.
Atoms and positions in Å:
Cl -1.84 4.55 0.32  0.726
P -1.86 1.67 -0.35  0.773
P 0.64 2.90 2.24  0.384
O -2.96 -0.48 -4.62  0.089
O -4.87 3.50 -0.97  0.018
O -5.11 7.31 -2.93  0.098
O 2.82 -4.20 1.47  -0.018
O 1.55 -5.98 1.52  0.093
O 1.29 2.06 1.07  -0.117
O -0.39 -0.16 -2.22  0.036
O 1.12 2.53 3.57  -0.262
O 0.98 4.39 1.75  -0.148
O -3.41 2.72 1.51  -0.080
O -3.88 8.65 -4.14  0.006
O -4.35 4.53 2.41  0.161
O 0.11 -2.03 -1.24  0.003
O 7.82 -5.99 4.63  0.005
O -6.51 4.52 0.44  0.210
O -3.61 -1.91 -3.10  -0.007
O 6.32 -6.55 3.14  0.091
N -2.38 0.25 0.03  -0.235
C 2.95 -5.71 3.42  0.019
C -5.70 -2.58 -2.01  -0.063
C -3.65 -0.69 -3.65  -0.521
C 0.19 -3.46 -1.20  -0.226
C 7.29 -6.88 3.76  -0.509
C -0.25 -1.35 -2.34  -0.516
C -2.09 2.91 1.03  -0.909
C -4.40 8.28 -2.96  -0.514
C 8.88 -6.33 5.53  -0.234
C -1.17 2.70 2.23  -0.226
C 7.96 -8.21 3.54  0.017
C 2.37 -5.31 2.09  -0.522
C -4.24 -2.22 -1.84  -0.231
C -4.04 9.03 -1.70  0.019
C -3.14 9.86 -4.32  -0.234
C 3.67 -3.24 2.11  -0.226
C -4.32 3.77 1.50  -0.359
C 10.24 -6.18 4.88  -0.063
C -0.37 -2.06 -3.67  0.021
C -1.68 9.70 -3.96  -0.063
C 5.13 -3.65 2.06  -0.060
C 1.52 -3.98 -1.69  -0.061
C -5.02 4.37 -2.11  -0.033
C -4.59 0.35 -3.10  0.015
B -5.31 3.93 0.24  -0.597
H -4.83 0.24 -2.05  0.069
H 3.35 -4.88 4.00  0.073
H 1.70 -3.74 -2.74  0.069
H 11.03 -6.38 5.61  0.082
H 8.54 -8.57 4.38  0.069
H 2.17 -6.20 3.99  0.091
H 8.62 -8.12 2.67  0.098
H 0.37 5.05 2.12  0.072
H 5.43 -3.79 1.02  0.085
H 10.37 -6.87 4.04  0.069
H -2.78 0.21 0.96  -0.015
H -0.58 -3.12 -3.58  0.074
H 7.19 -8.94 3.31  0.093
H -6.13 -2.86 -1.05  0.081
H -3.61 10.68 -3.78  0.112
H 0.06 -3.71 -0.15  0.120
H 3.50 -2.32 1.55  0.122
H -1.55 9.46 -2.90  0.068
H -6.28 -1.74 -2.41  0.067
H -0.66 -3.90 -1.74  0.111
H 1.56 -5.07 -1.57  0.084
H 8.78 -5.61 6.34  0.123
H -5.55 5.28 -1.85  0.070
H -2.53 2.25 -1.44  0.008
H 10.37 -5.17 4.50  0.084
H 0.57 -1.93 -4.21  0.098
H -3.21 8.51 -1.22  0.095
H -5.81 -3.41 -2.71  0.081
H -1.19 -1.60 -4.22  0.058
H -3.68 -3.08 -1.47  0.122
H -4.89 9.01 -1.03  0.092
H -0.52 1.77 -0.72  -0.003
H 3.76 -6.42 3.24  0.081
H -4.02 4.63 -2.47  0.091
H -5.55 3.83 -2.90  0.098
H -5.51 0.33 -3.69  0.097
H -1.33 1.68 2.61  0.113
H -3.75 10.07 -1.86  0.069
H -1.23 8.90 -4.54  0.085
H -1.52 3.39 3.00  0.113
H 3.33 -3.06 3.13  0.114
H 8.73 -7.32 5.95  0.112
H 5.75 -2.87 2.50  0.084
H 5.31 -4.58 2.59  0.040
H 2.32 -3.54 -1.09  0.071
H -4.07 -1.41 -1.14  0.085
H -4.12 1.32 -3.25  0.078
H -3.24 10.08 -5.38  0.124
H 1.28 2.50 0.21  0.077
H -6.53 5.09 1.23  0.119
H -1.14 10.62 -4.17  0.082

The value obtained for the HOMO-LUMO gap is 8.81 eV. The HOMO energy is -8.6263 eV.


Entry 4:
The following is a DFT calculation (ωB97M-V/def2-TZVPD) of 9 unconnected molecules or ions with the total composition C24H51N9O6.

Last column: Löwdin charge in e.
Atoms and positions in Å:
O -23.39 -11.10 18.21  -0.043
O -20.25 -3.76 17.43  -0.100
O -23.71 -14.60 13.30  -0.040
O -19.39 -1.08 16.05  0.000
O -24.94 -6.67 13.58  -0.023
O -24.12 -3.69 19.77  -0.020
N -23.59 -12.32 12.92  -0.184
N -19.97 -4.79 19.53  -0.175
N -21.45 -4.37 11.56  0.165
N -18.33 -8.65 17.01  0.135
N -20.58 -0.88 14.11  -0.181
N -22.96 -8.90 17.87  -0.196
N -24.86 -7.66 11.57  -0.172
N -24.64 -4.47 17.68  -0.181
N -21.19 -7.95 13.84  0.145
C -22.89 -12.37 11.62  -0.054
C -23.82 -8.76 16.76  -0.061
C -19.98 0.41 13.68  -0.031
C -23.87 -8.03 10.56  -0.069
C -20.30 -5.77 15.06  -0.050
C -20.16 -1.55 15.22  -0.344
C -24.65 -4.51 19.05  -0.362
C -20.38 -4.09 11.72  -0.311
C -21.74 -1.37 13.33  -0.065
C -17.20 -8.15 14.69  -0.073
C -23.67 -10.89 13.33  -0.043
C -22.69 -10.08 18.48  -0.281
C -18.67 -5.41 19.23  -0.047
C -20.73 -4.06 18.62  -0.179
C -25.27 -5.64 16.95  -0.030
C -22.40 -7.64 18.41  -0.020
C -24.00 -13.42 13.66  -0.270
C -20.51 -5.06 20.84  -0.079
C -26.17 -8.32 11.53  -0.029
C -24.32 -6.96 12.57  -0.352
C -20.77 -7.00 14.37  -0.255
C -17.79 -8.41 16.00  -0.281
C -18.97 -3.74 11.85  -0.050
C -24.03 -3.35 16.95  -0.028
H -25.15 -5.39 19.49  0.129
H -17.09 -7.12 14.37  0.080
H -18.71 -3.74 12.90  0.065
H -18.42 -4.63 11.55  0.085
H -18.78 -6.49 19.28  0.078
H -22.65 -10.54 13.46  0.074
H -18.21 -5.25 18.26  0.078
H -19.72 -5.20 14.33  0.054
H -25.93 -5.21 16.20  0.087
H -26.56 -8.43 10.52  0.089
H -23.55 -7.98 16.06  0.072
H -24.90 -2.92 16.46  0.088
H -22.83 -7.73 10.62  0.088
H -22.15 -2.34 13.62  0.071
H -23.92 -9.72 16.25  0.076
H -21.71 -3.68 18.94  0.116
H -23.24 -6.74 12.60  0.101
H -19.48 0.14 12.75  0.081
H -23.25 -6.98 18.59  0.070
H -21.88 -7.17 17.58  0.076
H -25.79 -6.36 17.58  0.084
H -24.58 -13.06 14.52  0.131
H -18.67 -2.80 11.39  0.091
H -26.27 -9.27 12.05  0.084
H -21.20 -4.27 21.14  0.095
H -21.71 -7.77 19.24  0.080
H -17.89 -5.02 19.89  0.089
H -23.82 -9.11 10.63  0.060
H -19.66 -6.22 15.82  0.060
H -20.82 1.09 13.60  0.086
H -17.81 -8.69 13.96  0.085
H -16.22 -8.62 14.76  0.083
H -26.84 -7.60 12.00  0.088
H -23.66 -2.53 17.56  0.092
H -20.86 -6.08 21.02  0.077
H -21.88 -9.95 19.22  0.132
H -22.57 -0.67 13.37  0.084
H -23.09 -11.56 10.92  0.067
H -23.07 -13.29 11.06  0.085
H -19.22 0.88 14.30  0.086
H -21.49 -1.57 12.29  0.064
H -21.04 -5.12 15.52  0.059
H -24.10 -10.29 12.53  0.055
H -24.40 -6.06 16.43  0.054
H -23.32 -3.82 16.26  0.079
H -20.57 -2.56 15.38  0.102
H -24.17 -7.78 9.54  0.085
H -24.10 -10.88 14.33  0.071
H -24.78 -8.47 17.19  0.091
H -19.79 -5.07 21.66  0.083
H -21.83 -12.29 11.84  0.090

The relative energy (zero: lowest compared OMol25 entry of this formula, charge and spin) is 43.9 kcal/mol. The value obtained for the HOMO-LUMO gap is 8.94 eV. The HOMO energy is -8.9629 eV.


Entry 5:
The following is a DFT calculation (ωB97M-V/def2-TZVPD) of 3 unconnected molecules or ions with the total composition C24H51NO7.

Last column: Löwdin charge in e.
Atoms and positions in Å:
O 0.69 -1.34 -2.08  0.055
O -1.28 -1.33 -1.07  0.022
O 2.03 -3.74 -1.58  0.123
O -6.02 2.90 7.93  -0.194
O 3.43 0.89 -6.45  -0.180
O 0.23 0.28 -0.57  0.158
O 4.35 1.83 -2.09  -0.177
N 3.31 -2.67 -0.01  -0.164
C -0.08 -0.71 -1.16  -0.568
C -1.33 -2.24 0.05  -0.153
C 2.10 0.44 -6.66  -0.264
C -5.42 -0.75 3.11  -0.219
C 2.08 -1.37 -1.79  -0.085
C 3.67 3.12 -4.08  -0.062
C 4.23 -1.53 0.04  -0.073
C 2.46 -2.70 -1.13  -0.406
C 2.61 -2.88 1.25  -0.064
C 4.53 -1.31 -6.63  -0.073
C -5.69 1.42 6.01  -0.183
C 5.54 2.55 -1.83  -0.283
C 4.32 -0.03 -5.84  -0.289
C -4.76 1.05 4.85  -0.192
C -5.48 0.72 3.52  -0.206
C -5.77 2.09 9.06  -0.120
C -2.61 -3.04 -0.04  -0.167
C -5.19 2.62 6.80  -0.246
C -4.00 -1.32 2.95  -0.222
C -3.81 -2.32 0.58  -0.194
C 5.35 3.75 -0.91  -0.078
C 1.40 0.09 -5.37  -0.064
C -3.99 -2.59 2.09  -0.201
C 3.30 2.55 -2.72  -0.266
H -4.08 1.89 4.67  0.108
H 4.46 3.87 -4.02  0.071
H 5.26 -1.94 -6.12  0.078
H -5.23 3.52 6.19  0.127
H 3.35 -3.05 2.04  0.089
H -0.45 -2.90 0.00  0.124
H -6.53 1.01 3.61  0.101
H 2.79 3.59 -4.53  0.086
H -5.80 0.57 6.69  0.111
H 2.50 1.82 -2.83  0.100
H 2.61 -1.29 -2.74  0.126
H -6.69 1.66 5.64  0.112
H -5.92 -0.85 2.15  0.112
H 5.26 0.51 -5.76  0.120
H 4.69 4.50 -1.35  0.067
H -6.71 1.67 9.42  0.086
H 2.37 -0.51 -1.19  0.110
H -2.44 -4.00 0.46  0.114
H 1.98 -2.04 1.54  0.090
H -1.30 -1.66 0.98  0.134
H -3.60 -1.58 3.93  0.101
H -5.09 1.27 8.83  0.082
H -3.35 -0.55 2.52  0.112
H -3.20 -3.26 2.44  0.102
H 1.58 1.26 -7.15  0.120
H 3.86 -0.70 0.64  0.095
H 4.91 3.44 0.04  0.081
H -5.33 2.69 9.86  0.084
H -5.07 1.34 2.72  0.108
H 4.89 -1.08 -7.63  0.083
H 6.01 2.86 -2.77  0.109
H 5.19 -1.87 0.44  0.092
H 2.00 -3.79 1.19  0.090
H -2.80 -3.28 -1.10  0.121
H 4.43 -1.16 -0.96  0.085
H 6.21 1.84 -1.36  0.115
H 3.99 -0.25 -4.82  0.098
H 1.89 -0.72 -4.84  0.054
H 4.00 2.32 -4.74  0.052
H 1.37 0.96 -4.71  0.071
H -5.98 -1.35 3.84  0.118
H -4.16 2.47 7.15  0.123
H -4.94 -3.10 2.24  0.107
H -3.67 -1.24 0.41  0.111
H 0.37 -0.22 -5.56  0.085
H 2.09 -0.41 -7.36  0.109
H -4.11 0.21 5.14  0.099
H 3.61 -1.89 -6.72  0.068
H 2.92 3.33 -2.05  0.111
H 6.31 4.23 -0.72  0.077
H -4.71 -2.60 0.03  0.107

The relative energy (zero: lowest compared OMol25 entry of this formula, charge and spin) is 0.0 kcal/mol. The value obtained for the HOMO-LUMO gap is 10.06 eV. The HOMO energy is -9.3681 eV.


Which max |F| belongs to each record? In order, 8.8 1.1 1.3 5.4 1.0 eV/Å.
Which energy belongs to each record? In order, -49687.110 -125698.563 -93793.256 -51407.142 -41535.511 eV.